Computed, not measured: C29H58Cl26NO4S3 as an isolated structure at a distorted geometry, with ωB97M-V/def2-TZVPD.

Each line ends with the Löwdin charge.
CARTESIAN COORDINATES (ANGSTROEM)
C (4.92, -2.66, -1.41)  -0.09
C (4.64, -1.46, -1.98)  -0.22
C (4.42, -0.26, -1.13)  -0.26
S (2.68, 0.24, -0.97)  0.43
O (2.71, 1.70, -1.09)  -0.58
O (2.18, -0.12, 0.33)  -0.44
N (1.73, -0.22, -2.16)  -0.33
S (1.37, -1.77, -2.39)  0.21
O (-0.04, -1.82, -2.71)  -0.42
O (2.16, -2.39, -3.43)  -0.40
S (1.65, -3.00, -0.73)  0.58
H (4.35, -3.57, -1.64)  -0.08
H (5.70, -2.77, -0.66)  0.06
H (4.61, -1.42, -3.06)  0.10
H (4.88, -0.37, -0.15)  0.09
H (4.92, 0.60, -1.59)  0.09
H (0.54, -2.70, -0.02)  -0.29
Cl (-0.76, -2.20, 1.52)  0.63
C (-0.83, -1.33, 3.07)  -0.62
C (-0.44, -2.19, 4.24)  -0.64
Cl (-1.65, -3.46, 4.57)  0.57
H (-1.84, -0.93, 3.18)  0.07
H (-0.14, -0.49, 2.99)  0.08
H (-0.37, -1.58, 5.14)  0.07
H (0.52, -2.68, 4.08)  0.07
Cl (-3.23, -3.31, -7.13)  0.51
C (-3.20, -2.62, -5.48)  -0.65
C (-2.73, -3.61, -4.46)  -0.65
Cl (-3.90, -4.94, -4.21)  0.52
H (-4.20, -2.26, -5.26)  0.06
H (-2.52, -1.77, -5.50)  0.08
H (-2.60, -3.12, -3.50)  0.07
H (-1.77, -4.06, -4.74)  0.08
Cl (5.05, -5.55, -1.69)  0.63
C (4.85, -7.30, -2.01)  -0.66
C (3.41, -7.67, -2.22)  -0.66
Cl (2.45, -7.54, -0.72)  0.53
H (5.29, -7.85, -1.17)  0.07
H (5.43, -7.53, -2.90)  0.00
H (3.34, -8.71, -2.54)  0.07
H (2.94, -7.05, -2.97)  0.07
Cl (-6.31, -7.14, -9.51)  0.52
C (-6.32, -6.49, -7.85)  -0.66
C (-5.87, -7.51, -6.83)  -0.66
Cl (-7.04, -8.84, -6.64)  0.52
H (-7.32, -6.14, -7.63)  0.07
H (-5.64, -5.64, -7.83)  0.06
H (-5.76, -7.03, -5.86)  0.05
H (-4.91, -7.95, -7.11)  0.07
Cl (-6.82, -6.51, 5.53)  0.55
C (-5.82, -5.23, 6.27)  -0.65
C (-4.49, -5.07, 5.57)  -0.70
Cl (-3.42, -6.47, 5.83)  0.53
H (-5.69, -5.46, 7.32)  0.07
H (-6.38, -4.30, 6.19)  0.07
H (-3.98, -4.20, 5.96)  0.03
H (-4.62, -4.95, 4.50)  0.07
Cl (-10.08, -4.15, 5.60)  0.52
C (-10.40, -5.90, 5.54)  -0.69
C (-11.87, -6.20, 5.36)  -0.66
Cl (-12.83, -5.77, 6.81)  0.53
H (-10.01, -6.35, 6.45)  0.06
H (-9.84, -6.29, 4.69)  0.06
H (-12.01, -7.26, 5.20)  0.07
H (-12.29, -5.65, 4.52)  0.06
Cl (3.00, 4.86, 2.86)  0.51
C (3.91, 3.37, 3.27)  -0.67
C (4.65, 2.81, 2.08)  -0.59
Cl (3.54, 2.13, 0.80)  0.77
H (3.21, 2.65, 3.68)  0.06
H (4.61, 3.65, 4.06)  0.06
H (5.29, 1.99, 2.41)  0.06
H (5.27, 3.57, 1.60)  0.06
Cl (7.38, -6.20, -3.84)  0.60
C (8.64, -7.22, -4.57)  -0.65
C (8.21, -7.78, -5.91)  -0.66
Cl (6.90, -8.98, -5.74)  0.53
H (8.88, -8.02, -3.87)  0.07
H (9.52, -6.60, -4.70)  0.07
H (9.05, -8.28, -6.38)  0.07
H (7.86, -6.99, -6.57)  0.07
Cl (1.34, 8.14, 1.51)  0.53
C (-0.07, 7.29, 0.85)  -0.64
C (-1.23, 7.27, 1.81)  -0.67
Cl (-0.91, 6.25, 3.24)  0.54
H (0.24, 6.28, 0.58)  0.08
H (-0.36, 7.81, -0.06)  0.06
H (-2.11, 6.86, 1.32)  0.07
H (-1.47, 8.27, 2.16)  0.03
Cl (2.19, 9.46, -1.57)  0.54
C (3.02, 10.83, -0.80)  -0.67
C (4.31, 11.18, -1.49)  -0.66
Cl (5.56, 9.93, -1.27)  0.55
H (3.18, 10.58, 0.24)  0.06
H (2.34, 11.68, -0.84)  0.07
H (4.71, 12.10, -1.08)  0.07
H (4.16, 11.32, -2.56)  0.07
Cl (-1.11, 11.10, 1.15)  0.54
C (-0.70, 11.15, 2.89)  -0.67
C (-0.54, 12.56, 3.39)  -0.66
Cl (0.92, 13.35, 2.72)  0.53
H (0.20, 10.56, 3.03)  0.05
H (-1.52, 10.67, 3.42)  0.07
H (-0.42, 12.55, 4.47)  0.07
H (-1.39, 13.18, 3.14)  0.07
Cl (-11.13, -3.88, 1.53)  0.52
C (-9.96, -2.54, 1.37)  -0.66
C (-8.56, -3.04, 1.08)  -0.66
Cl (-7.86, -3.89, 2.48)  0.53
H (-9.99, -1.96, 2.29)  0.07
H (-10.30, -1.92, 0.55)  0.07
H (-7.91, -2.19, 0.86)  0.07
H (-8.55, -3.72, 0.23)  0.07
Cl (11.56, 11.64, 0.68)  0.52
C (10.15, 10.79, 0.00)  -0.67
C (8.99, 10.74, 0.96)  -0.67
Cl (9.32, 9.68, 2.36)  0.54
H (10.46, 9.79, -0.29)  0.07
H (9.85, 11.34, -0.90)  0.07
H (8.11, 10.34, 0.46)  0.04
H (8.75, 11.73, 1.34)  0.07

Computed properties:
charge	-1
E	-398783.12620	eV